1.
13 unconnected molecules or ions with the total composition C44H89BBrNO19S in a non-equilibrium geometry, computed with the ωB97M-V functional and the def2-TZVPD basis.

Results
E_HOMO   -8.8450 eV
Frontier orbital gap   8.7 eV
Lowest unoccupied orbital energy   -0.00672 Ha
Molecular weight   1058.97 g/mol

Last column: Mulliken charge in e.
CARTESIAN COORDINATES (ANGSTROEM)
C (1.611541, -1.778073, 3.982253)  -0.57
C (0.223911, -2.497035, 3.482709)  0.30
C (-0.050740, -2.020505, 1.935092)  0.43
N (-0.665544, -3.074064, 1.041349)  0.05
C (-2.159384, -3.215403, 1.232173)  0.47
C (-3.134683, -1.899609, 1.161912)  -0.87
C (-2.701386, -0.770846, 0.054313)  -0.17
C (-3.602694, 0.590761, 0.413993)  -0.68
Br (-2.693545, 1.762397, 1.774876)  -0.17
O (-2.536944, -3.964625, -0.011359)  -0.52
S (-2.205062, -5.627033, 0.268455)  1.07
O (-3.107971, -6.643726, -0.478674)  -0.56
O (-0.734229, -6.066505, 0.017601)  -0.56
O (-2.348290, -5.523053, 1.993661)  -0.48
C (-2.753901, -4.149728, 2.444400)  0.46
O (-4.211323, -4.302365, 2.533604)  -0.62
B (-4.764560, -3.805968, 3.804872)  0.89
O (-6.226421, -3.466201, 3.808395)  -0.51
O (-4.057106, -3.654494, 5.089371)  -0.47
H (2.510361, -2.517904, 3.726628)  0.26
H (1.612107, -1.515949, 5.146488)  0.06
H (1.710337, -0.771093, 3.355277)  0.14
H (-0.683693, -2.094006, 4.141217)  -0.40
H (0.208407, -3.673524, 3.622345)  0.23
H (-0.622232, -1.000487, 1.971923)  0.04
H (1.021121, -1.777304, 1.469932)  -0.58
H (-0.426413, -2.892063, 0.020447)  0.42
H (-4.210036, -2.297381, 0.831741)  0.52
H (-3.245225, -1.454568, 2.262140)  0.01
H (-3.008291, -1.060657, -1.062335)  0.28
H (-1.561742, -0.474565, 0.073403)  0.02
H (-4.616765, 0.222163, 0.924522)  0.39
H (-3.923154, 1.173083, -0.550542)  0.34
H (-2.101473, -4.037395, 3.408150)  0.24
H (-6.503714, -3.663945, 4.760334)  0.26
H (-4.595530, -4.078759, 5.844317)  0.26
C (3.549525, -1.112328, -1.018959)  -1.10
C (3.600194, -0.668348, 0.418476)  0.95
O (2.602756, -0.225054, 0.985447)  -0.49
C (4.918412, -0.787835, 1.135541)  -1.31
H (2.535783, -0.968643, -1.407602)  0.18
H (4.241514, -0.514108, -1.617079)  0.38
H (3.804165, -2.172842, -1.089490)  0.36
H (5.671280, -0.175157, 0.633415)  0.38
H (5.233931, -1.833891, 1.161003)  0.36
H (4.805295, -0.430651, 2.164672)  0.31
C (1.319480, 2.691266, -0.330207)  -0.99
C (1.159871, 2.072870, -1.693299)  1.01
O (0.684411, 0.947024, -1.832066)  -0.61
C (1.604337, 2.885259, -2.880156)  -1.14
H (0.957272, 1.991507, 0.430388)  0.10
H (2.374899, 2.900663, -0.138619)  0.34
H (0.731634, 3.610551, -0.268089)  0.38
H (2.672383, 3.103223, -2.802134)  0.45
H (1.029118, 3.813110, -2.931604)  0.15
H (1.429451, 2.313062, -3.797485)  0.30
C (-2.348590, 3.108812, -3.037064)  -0.87
C (-2.789510, 4.331176, -2.277248)  0.89
O (-2.760846, 4.363837, -1.048037)  -0.57
C (-3.266743, 5.512186, -3.079508)  -1.10
H (-2.030381, 2.336490, -2.328811)  0.02
H (-3.180652, 2.719210, -3.628965)  0.42
H (-1.504562, 3.358432, -3.684994)  0.32
H (-4.139666, 5.229624, -3.673209)  0.44
H (-2.463576, 5.868846, -3.729238)  0.26
H (-3.552619, 6.321351, -2.399056)  0.21
C (-1.752779, 1.732337, 6.891561)  -1.23
C (-1.706792, 0.658989, 5.837182)  0.82
O (-0.707659, 0.491390, 5.139691)  -0.44
C (-2.930480, -0.201554, 5.669226)  -0.33
H (-0.800992, 2.273997, 6.899720)  0.28
H (-2.555608, 2.439173, 6.667254)  0.49
H (-1.906799, 1.280878, 7.874906)  0.14
H (-3.785670, 0.419132, 5.390453)  0.43
H (-3.136862, -0.739163, 6.598105)  0.08
H (-2.753504, -0.932490, 4.873047)  -0.24
C (-3.977961, -7.177536, -3.185128)  -0.82
C (-3.778618, -7.331967, -4.669150)  0.80
O (-4.532276, -6.788010, -5.474731)  -0.60
C (-2.621389, -8.177562, -5.129524)  -1.02
H (-4.850018, -6.541332, -3.000405)  0.32
H (-4.155749, -8.155378, -2.730509)  0.33
H (-3.099219, -6.704624, -2.739402)  0.13
H (-2.738805, -9.199876, -4.761551)  0.45
H (-1.682275, -7.749122, -4.770445)  0.29
H (-2.600835, -8.199272, -6.224327)  0.17
C (-1.255408, 8.622916, -1.967172)  -1.02
C (-1.552323, 9.201519, -3.324731)  0.90
O (-1.449154, 8.522212, -4.344901)  -0.56
C (-1.980523, 10.643413, -3.385909)  -1.15
H (-0.958494, 7.574476, -2.076609)  0.13
H (-0.433715, 9.172331, -1.500881)  0.40
H (-2.149078, 8.669749, -1.339744)  0.35
H (-1.191140, 11.282748, -2.982869)  0.33
H (-2.906502, 10.780166, -2.821732)  0.33
H (-2.160809, 10.924397, -4.428997)  0.31
C (2.517888, 1.452683, 10.303508)  -1.27
C (1.494936, 1.444974, 9.199237)  0.67
O (0.486962, 2.147422, 9.257588)  -0.54
C (1.752955, 0.544685, 8.020652)  -0.49
H (2.200201, 2.148133, 11.087590)  0.31
H (2.604395, 0.453001, 10.736655)  0.29
H (3.483691, 1.783231, 9.913034)  0.40
H (1.805336, -0.495360, 8.352131)  0.27
H (2.684632, 0.834869, 7.528510)  0.51
H (0.931860, 0.642789, 7.302552)  -0.13
C (-0.852779, -0.812402, 10.415328)  -0.72
C (-0.806792, -1.885750, 9.360949)  0.88
O (0.192341, -2.053349, 8.663458)  -0.54
C (-2.030480, -2.746293, 9.192993)  -1.21
H (0.099008, -0.270743, 10.423487)  -0.14
H (-1.655608, -0.105567, 10.191021)  0.28
H (-1.006799, -1.263862, 11.398673)  0.45
H (-2.885670, -2.125607, 8.914220)  0.27
H (-2.236862, -3.283902, 10.121872)  0.41
H (-1.853504, -3.477229, 8.396814)  0.28
C (3.143302, -8.721493, 2.527994)  -1.13
C (2.692382, -7.286243, 2.579323)  0.81
O (2.885686, -6.591393, 3.575650)  -0.58
C (1.995911, -6.733876, 1.364426)  -0.68
H (3.629929, -8.983000, 3.473599)  0.31
H (2.280477, -9.377025, 2.385608)  0.30
H (3.861982, -8.856360, 1.715703)  0.32
H (1.082028, -7.300838, 1.170288)  0.27
H (2.663533, -6.780172, 0.500382)  0.37
H (1.727625, -5.687408, 1.544462)  0.03
C (-1.808453, -5.422949, -8.001691)  -0.87
C (-1.268184, -6.649523, -8.686915)  0.83
O (-1.196847, -7.728868, -8.101445)  -0.54
C (-0.818678, -6.504556, -10.116280)  -1.15
H (-2.093744, -5.676708, -6.975252)  0.13
H (-1.039842, -4.646640, -7.969360)  0.33
H (-2.693236, -5.060786, -8.531315)  0.30
H (-0.006010, -5.776499, -10.178082)  0.33
H (-1.659404, -6.190645, -10.740037)  0.31
H (-0.452745, -7.470159, -10.481235)  0.30
C (2.691547, 7.124110, -4.251691)  -1.02
C (3.231816, 5.897536, -4.936915)  0.75
O (3.303153, 4.818191, -4.351445)  -0.52
C (3.681322, 6.042503, -6.366280)  -1.00
H (2.406256, 6.870351, -3.225252)  0.25
H (3.460158, 7.900418, -4.219360)  0.37
H (1.806764, 7.486273, -4.781315)  0.28
H (4.493990, 6.770560, -6.428082)  0.20
H (2.840596, 6.356414, -6.990037)  0.36
H (4.047255, 5.076900, -6.731235)  0.30
C (6.249525, 8.257458, -10.082293)  -1.11
C (6.300194, 8.701439, -8.644858)  0.89
O (5.302756, 9.144733, -8.077886)  -0.56
C (7.618412, 8.581951, -7.927793)  -1.14
H (5.235783, 8.401144, -10.470936)  0.29
H (6.941514, 8.855679, -10.680412)  0.35
H (6.504165, 7.196944, -10.152824)  0.31
H (8.371280, 9.194630, -8.429919)  0.39
H (7.933931, 7.535896, -7.902331)  0.32
H (7.505295, 8.939135, -6.898662)  0.28

Forces on atoms 1 to 3 (eV/Å):
-0.155 -0.114 -0.173
-0.927 0.447 0.401
1.848 0.333 0.355



2.
10 unconnected molecules or ions with the total composition C8H22Cl4O11 in a non-equilibrium geometry, computed with the ωB97M-V functional and the def2-TZVPD basis.

Results
E_HOMO   -9.8708 eV
SMILES string   O=C1C=C(O)C(=O)C=C1O.ClCCl.ClCCl.O.O.O.O.O.O.O
Frontier orbital gap   8.0 eV
Lowest unoccupied orbital energy   -0.06965 Ha
Molecular weight   436.06 g/mol

Last column: Mulliken charge in e.
CARTESIAN COORDINATES (ANGSTROEM)
C (-8.819960, -24.007790, 16.493570)  -0.77
C (-7.989170, -23.579500, 15.549140)  0.52
C (-8.294930, -22.355090, 14.736820)  0.72
O (-7.716360, -21.971700, 13.739130)  -0.57
C (-9.516670, -21.653800, 15.196660)  -0.80
C (-10.454400, -22.208070, 16.028820)  0.55
C (-10.161640, -23.462410, 16.891120)  0.52
O (-10.882960, -24.005300, 17.804970)  -0.60
O (-11.658160, -21.659370, 16.217910)  -0.51
O (-6.768790, -24.223090, 15.226000)  -0.51
H (-8.569060, -24.970580, 16.913660)  0.39
H (-9.908350, -20.818640, 14.634990)  0.39
H (-12.083280, -21.966870, 17.021850)  0.35
H (-6.327180, -23.618000, 14.625630)  0.32
O (3.670810, -26.343810, 13.565400)  -0.63
H (4.150970, -25.614480, 13.173310)  0.31
H (4.016090, -26.407360, 14.455900)  0.32
O (-0.689220, -28.087120, 13.679140)  -0.64
H (-1.046470, -27.260330, 13.355060)  0.32
H (0.258470, -27.952750, 13.686080)  0.32
O (5.216290, -23.830590, 9.808310)  -0.64
H (4.634200, -23.091010, 9.633910)  0.32
H (6.097160, -23.458960, 9.761430)  0.32
O (-3.049130, -22.060830, 7.163340)  -0.63
H (-3.062690, -21.488290, 6.396360)  0.32
H (-2.879540, -22.933470, 6.808430)  0.32
O (2.187220, -20.087090, 9.591490)  -0.63
H (2.561800, -19.285850, 9.225530)  0.32
H (1.508390, -19.781590, 10.193240)  0.32
O (-0.995180, -23.977240, 11.700740)  -0.64
H (-1.089230, -23.038670, 11.538020)  0.31
H (-0.081380, -24.084680, 11.964650)  0.32
O (-2.768610, -19.629920, 11.188270)  -0.64
H (-3.608730, -19.381640, 11.574000)  0.31
H (-2.993980, -19.976410, 10.324910)  0.32
C (-6.590100, -26.825220, 8.728760)  -0.21
Cl (-7.009780, -28.225610, 9.735680)  -0.14
Cl (-6.662760, -27.202140, 6.996790)  -0.16
H (-7.206540, -25.951260, 8.939220)  0.27
H (-5.557880, -26.487850, 8.822560)  0.24
C (1.218460, -28.033500, 8.431440)  -0.17
Cl (1.499440, -29.754520, 8.075440)  -0.15
Cl (0.266120, -27.116530, 7.208620)  -0.14
H (0.720610, -28.065330, 9.400580)  0.23
H (2.229340, -27.630800, 8.495250)  0.24

Forces on atoms 1 to 3 (eV/Å):
-0.699 -1.494 0.741
2.411 -0.135 -1.173
-1.631 0.906 0.203



3.
A molecular structure, C46H49F3GeN4O6RbS, computed with the ωB97M-V functional and the def2-TZVPD basis.

Results
E_HOMO (spin up / spin down)   -6.2023 / -8.0650 eV
<S²>   0.754
Frontier orbital gap (spin up / spin down)   6.3 / 8.2 eV
Lowest unoccupied orbital energy (spin up / spin down)   0.00357 / 0.00347 Ha
Molecular weight   1001.06 g/mol
Spin multiplicity   2

Last column: Löwdin spin population.
CARTESIAN COORDINATES (ANGSTROEM)
Rb (1.228707, 1.005523, -0.717730)  0.01
C (-1.348774, 1.476978, -3.987849)  0.00
O (-0.497890, 0.565983, -3.312042)  0.00
C (-0.220646, -0.548404, -4.126195)  0.00
C (0.646813, -1.517151, -3.368740)  0.00
O (1.842754, -0.956708, -2.871265)  0.00
C (2.775540, -0.512749, -3.844899)  0.00
C (2.769436, 0.996860, -3.989423)  0.00
O (3.191778, 1.518749, -2.751552)  0.00
C (3.222904, 2.935735, -2.718077)  0.00
H (-2.320158, 1.015814, -4.196022)  0.00
H (-1.492237, 2.337001, -3.344177)  0.00
H (-0.896457, 1.792620, -4.935103)  0.00
H (-1.149717, -1.064570, -4.406980)  0.00
H (0.264470, -0.222599, -5.058069)  0.00
H (0.112740, -1.876403, -2.486582)  0.00
H (0.861792, -2.375973, -4.019478)  0.00
H (3.761965, -0.815270, -3.486009)  0.00
H (2.587359, -0.993974, -4.810281)  0.00
H (3.455992, 1.295209, -4.793107)  0.00
H (1.763097, 1.358626, -4.237786)  0.00
H (3.908206, 3.327501, -3.477054)  0.00
H (2.225453, 3.357947, -2.897733)  0.00
H (3.573716, 3.222238, -1.731715)  0.00
N (-0.241165, 2.967666, 3.445453)  0.00
C (-0.287229, 4.284680, 3.076054)  0.00
C (-0.358346, 4.277418, 1.716157)  0.00
N (-0.356672, 2.986578, 1.248088)  0.04
C (-0.285577, 2.223481, 2.311371)  0.01
C (-0.335146, 0.768476, 2.348088)  0.00
N (-1.071218, -0.008611, 1.582140)  0.06
C (-0.895344, -1.277227, 2.083069)  0.00
C (-0.042482, -1.253927, 3.141872)  0.00
N (0.307876, 0.062564, 3.314413)  0.00
H (-0.250077, 2.602143, 4.381284)  0.00
H (-0.257438, 5.087052, 3.790604)  0.00
H (-0.395047, 5.121950, 1.048882)  0.00
H (-1.388506, -2.126918, 1.640349)  0.00
H (0.343464, -2.033897, 3.773208)  0.00
H (1.177456, 0.397577, 3.712062)  0.00
C (-4.459837, 3.369249, 4.175004)  0.02
C (-4.287829, 4.249760, 3.115374)  0.00
C (-3.897103, 3.772961, 1.871665)  0.02
C (-3.675137, 2.410577, 1.668737)  0.06
C (-3.844756, 1.535474, 2.745159)  0.02
C (-4.239592, 2.010366, 3.987401)  0.00
Ge (-2.955024, 1.752447, -0.010240)  0.44
C (-3.066746, 3.133265, -1.424600)  0.10
C (-4.154879, 3.189107, -2.297371)  0.02
C (-4.186674, 4.100681, -3.345412)  0.00
C (-3.126911, 4.977872, -3.535993)  0.01
C (-2.038721, 4.938099, -2.674352)  0.00
C (-2.005722, 4.019597, -1.633124)  0.02
C (-3.842066, 0.105287, -0.584988)  0.08
C (-3.142931, -0.753983, -1.434743)  0.02
C (-3.686702, -1.973594, -1.813773)  0.00
C (-4.935680, -2.356186, -1.342176)  0.01
C (-5.636277, -1.516277, -0.489154)  0.00
C (-5.089240, -0.296707, -0.108568)  0.02
H (-4.766201, 3.741768, 5.144498)  0.00
H (-4.458457, 5.309482, 3.259979)  0.00
H (-3.757806, 4.463444, 1.046919)  0.00
H (-3.652099, 0.476376, 2.610015)  0.00
H (-4.372530, 1.321620, 4.812977)  0.00
H (-4.988340, 2.508242, -2.161397)  0.00
H (-5.039867, 4.130277, -4.011996)  0.00
H (-3.148188, 5.687757, -4.353152)  0.00
H (-1.209550, 5.620594, -2.818494)  0.00
H (-1.149840, 3.971545, -0.968290)  0.00
H (-2.163744, -0.468013, -1.799960)  0.01
H (-3.130836, -2.636001, -2.467805)  0.00
H (-5.358227, -3.310107, -1.631702)  0.00
H (-6.609678, -1.812338, -0.117891)  0.00
H (-5.639255, 0.351780, 0.564604)  0.00
O (1.798795, -1.468792, 0.252633)  0.00
S (3.173179, -1.745088, -0.266573)  0.00
C (4.276027, -1.863526, 1.172051)  0.00
C (4.050942, -3.007010, 2.106648)  0.00
C (5.045956, -3.948707, 2.341741)  0.00
C (4.824412, -5.006160, 3.214811)  0.00
C (3.599689, -5.138663, 3.850264)  0.00
C (2.598401, -4.204021, 3.614462)  0.00
C (2.826297, -3.141774, 2.757201)  0.00
C (3.159960, -3.481472, -0.859010)  0.00
C (2.183133, -4.419400, -0.212806)  0.00
C (2.636862, -5.613925, 0.340589)  0.00
C (1.753791, -6.515242, 0.913627)  0.00
C (0.395699, -6.233031, 0.944135)  0.00
C (-0.068990, -5.050615, 0.385002)  0.00
C (0.815532, -4.154121, -0.195770)  0.00
H (4.098732, -0.888041, 1.634151)  0.00
H (5.283819, -1.863957, 0.751129)  0.00
H (6.005452, -3.848485, 1.845999)  0.00
H (5.610919, -5.727800, 3.396709)  0.00
H (3.424906, -5.967233, 4.524594)  0.00
H (1.635110, -4.310802, 4.098899)  0.00
H (2.054327, -2.414744, 2.546686)  0.00
H (4.182242, -3.853439, -0.767744)  0.00
H (2.932096, -3.347032, -1.917811)  0.00
H (3.697236, -5.837105, 0.333943)  0.00
H (2.129400, -7.434665, 1.344116)  0.00
H (-0.296452, -6.932358, 1.395562)  0.00
H (-1.128676, -4.826818, 0.392106)  0.00
H (0.444009, -3.229166, -0.614840)  0.00
F (2.850793, 4.164138, 2.390991)  0.00
C (3.252783, 3.463469, 1.327429)  0.00
F (2.361732, 3.729372, 0.321136)  0.00
F (4.430983, 3.968502, 0.934500)  0.00
C (3.275399, 1.914565, 1.544124)  0.00
O (2.765020, 1.497234, 2.591624)  0.00
O (3.705499, 1.309518, 0.545265)  0.00

Forces on atoms 1 to 3 (eV/Å):
-0.469 0.232 0.027
-0.055 0.006 -0.036
0.022 0.005 -0.064



4.
C4H7NOS in the gas phase in a non-equilibrium geometry, computed with the ωB97M-V functional and the def2-TZVPD basis.

Results
E_HOMO   -9.4432 eV
SMILES string   C=C(CN)SC=O
Frontier orbital gap   10.2 eV
Lowest unoccupied orbital energy   0.02832 Ha
Molecular weight   117.17 g/mol

Last column: Mulliken charge in e.
CARTESIAN COORDINATES (ANGSTROEM)
C (-1.303424, -0.152728, -0.514912)  -0.44
C (-0.191202, 0.823954, -0.154263)  0.26
C (-0.191676, 1.754573, 0.803575)  -0.63
C (2.320879, -0.408079, -0.110888)  0.08
H (-0.770315, -1.728988, 0.700671)  0.19
H (-1.438974, -2.212907, -0.717229)  0.23
H (-1.544721, -0.147283, -1.581116)  0.28
H (-2.219837, 0.036959, 0.085369)  0.30
H (-1.020099, 1.773455, 1.508634)  0.23
H (0.596472, 2.523070, 0.976407)  0.27
H (3.369315, -0.392101, -0.418424)  0.35
N (-0.800258, -1.501895, -0.310442)  -0.53
O (1.904595, -0.987661, 0.880239)  -0.43
S (1.289244, 0.619635, -1.147621)  -0.16

Forces on atoms 1 to 3 (eV/Å):
-0.062 -0.391 0.758
0.234 0.108 -0.203
0.000 0.059 0.059



no.,DFT total energy (hartree)
1,-6211.1693
2,-2986.3530
3,-5251.5553
4,-684.7527